Record 1
{
  "formula": "Br3Hg",
  "method": "ωB97M-V/def2-TZVPD",
  "elements": ["Hg", "Br", "Br", "Br"],
  "xyz": [[-1.004, 0.951, 0.471], [-2.575, -2.643, -0.438], [2.063, 0.683, 2.824], [1.516, 1.009, -2.857]],
  "spin_multiplicity": 1,
  "e_homo_ev": -5.756,
  "total_charge": -1,
  "e_above_lowest_ev": 5.337,
  "lumo_energy_ev": -2.6
}

***

Record 2
{
  "formula": "Br3OP",
  "method": "ωB97M-V/def2-TZVPD",
  "elements": ["O", "P", "Br", "Br", "Br"],
  "xyz": [[-0.671, -0.341, -0.956], [0.786, -0.029, -0.703], [-2.572, -0.420, 0.715], [1.604, -1.312, 0.834], [0.853, 2.102, 0.110]],
  "spin_multiplicity": 1,
  "e_homo_ev": [-10.211, -10.699],
  "e_above_lowest_ev": 2.192,
  "lumo_energy_ev": [-2.6, -3.6]
}

***

Record 3
{
  "formula": "BrCa",
  "method": "ωB97M-V/def2-TZVPD",
  "elements": ["Ca", "Br"],
  "xyz": [[4.041, 7.396, -18.081], [3.535, 4.764, -18.789]],
  "spin_multiplicity": 2,
  "e_homo_ev": [-6.129, -9.383],
  "e_above_lowest_ev": 0.000,
  "lumo_energy_ev": [-0.1, -0.8]
}

***

Record 4
{
  "formula": "BrCa",
  "method": "ωB97M-V/def2-TZVPD",
  "elements": ["Ca", "Br"],
  "xyz": [[-9.841, -24.645, -9.045], [-12.249, -25.911, -9.631]],
  "spin_multiplicity": 1,
  "e_homo_ev": -13.668,
  "total_charge": 1,
  "e_above_lowest_ev": 0.372,
  "lumo_energy_ev": -6.6
}

***

Record 5
{
  "formula": "BrCaZn2",
  "method": "ωB97M-V/def2-TZVPD",
  "elements": ["Ca", "Zn", "Zn", "Br"],
  "xyz": [[-0.846, 1.919, -0.527], [-1.309, -1.712, -1.447], [1.417, 0.302, 2.178], [0.739, -0.510, -0.205]],
  "spin_multiplicity": 1,
  "e_homo_ev": -34.870,
  "total_charge": 5,
  "e_above_lowest_ev": 0.000,
  "lumo_energy_ev": -26.3
}

***

Record 6
{
  "formula": "BrCd3N5O15",
  "method": "ωB97M-V/def2-TZVPD",
  "elements": ["Cd", "Cd", "Cd", "N", "O", "O", "O", "N", "O", "O", "O", "N", "O", "O", "O", "N", "O", "O", "O", "N", "O", "O", "O", "Br"],
  "xyz": [[-5.434, 0.051, 24.997], [-4.485, -5.282, 27.039], [-6.369, -3.474, 21.624], [-7.132, -7.115, 25.829], [-8.039, -6.365, 25.508], [-6.069, -6.603, 26.322], [-7.209, -8.342, 25.692], [-5.597, -3.180, 24.669], [-5.852, -1.986, 24.806], [-5.707, -3.961, 25.634], [-5.750, -3.645, 23.527], [-8.712, -2.121, 23.825], [-8.015, -2.247, 22.752], [-9.427, -1.119, 23.803], [-8.755, -2.909, 24.762], [-6.828, -3.797, 28.549], [-7.115, -2.797, 29.182], [-5.591, -4.095, 28.326], [-7.694, -4.456, 27.961], [-2.731, 0.175, 26.747], [-3.810, -0.302, 26.216], [-1.686, -0.310, 26.280], [-2.717, 0.949, 27.692], [-4.793, -0.695, 22.344]],
  "spin_multiplicity": 1,
  "e_homo_ev": -9.021,
  "e_above_lowest_ev": 2.530,
  "lumo_energy_ev": -5.1
}

***

Record 7
{
  "formula": "BrCl2P",
  "method": "ωB97M-V/def2-TZVPD",
  "elements": ["P", "Cl", "Cl", "Br"],
  "xyz": [[-0.059, 0.029, 0.619], [-0.852, 1.545, -0.373], [-0.753, -1.552, -0.348], [3.421, 0.011, -0.060]],
  "spin_multiplicity": 3,
  "e_homo_ev": [-8.293, -10.936],
  "lumo_energy_ev": [0.7, -3.8]
}

***

Record 8
{
  "formula": "BrClHP",
  "method": "ωB97M-V/def2-TZVPD",
  "elements": ["P", "Cl", "Br", "H"],
  "xyz": [[0.166, 0.157, 0.697], [0.351, -1.947, -0.356], [-1.565, 0.891, -0.290], [1.047, 0.898, -0.052]],
  "spin_multiplicity": 1,
  "smiles": "ClPBr",
  "e_homo_ev": -10.102,
  "e_above_lowest_ev": 0.220,
  "lumo_energy_ev": -0.8
}